Record 1
DFT (ωB97M-V/def2-TZVPD) results for one molecule with the formula C2H4N2S.

For the energy above the lowest of the compared OMol25 structures with the same formula, charge and spin, the calculation gives 360.5 kJ/mol. The structure (SMILES) is [S-][N+]1=CCN1. The value obtained for the molecular weight is 88.14 g/mol. The HOMO energy (spin up / spin down) is -0.2915 / -0.2914 hartree. The LUMO energy (spin up / spin down) is 0.15 / 0.15 eV.

```
9
Properties=species:S:1:pos:R:3:forces:R:3:lowdin_charge:R:1
S 2.66633 0.02284 -0.08555 -0.3924 1.1047 -0.1757 0.432
N 0.98328 0.22328 -0.04255 -0.4665 1.8260 0.2671 -0.646
C -0.15932 1.08281 0.00918 4.7142 -4.9504 -1.4387 -0.011
C -0.98828 -0.12079 0.02649 -0.2145 -1.2529 0.0959 -0.146
N 0.30346 -0.92406 0.12710 -3.4827 0.0800 0.7612 -0.064
H -0.18209 2.09021 0.16141 -0.0272 2.2978 0.2879 0.074
H -1.59992 -0.09290 0.91344 -0.4395 -0.7277 0.3766 0.106
H -1.55410 -0.42386 -0.86249 0.0443 0.3306 0.1310 0.118
H 0.53065 -1.85754 -0.24705 0.2643 1.2919 -0.3053 0.136
```
Positions in Å, forces in eV/Å.

=====

Record 2
DFT (ωB97M-V/def2-TZVPD) results for a 2-piece molecular cluster, C12H10BrClF17N3O3P2 overall.

The value obtained for the molecular weight is 744.50 g/mol. The HOMO energy is -0.2540 hartree. The LUMO energy is -1.89 eV.

```
49
Properties=species:S:1:pos:R:3:forces:R:3:lowdin_charge:R:1
C -3.31510 0.56521 -2.41019 -0.1707 -0.1869 -0.3415 -0.255
P -2.15178 1.75359 -3.16137 -0.1986 0.2104 -0.3038 0.908
O -2.22406 2.91036 -2.06594 -0.2590 0.0723 -0.1097 -0.264
N -0.58882 0.78197 -2.84676 0.0321 -0.5170 0.7235 -0.240
P -0.49107 -0.64822 -3.81850 0.5741 0.1785 -0.3879 0.698
O 0.74173 -0.76734 -4.61023 -0.0438 -0.0667 0.1606 -0.363
C 0.44155 1.10383 -2.08726 -0.2764 0.4365 0.1965 -0.378
N 1.62749 0.46125 -2.06233 -0.3493 -0.2378 -0.5703 0.115
C 2.70611 1.33822 -2.59122 0.2531 0.4120 0.5407 -0.681
Br 4.21480 1.41264 -1.35424 -0.0425 0.0056 -0.0427 0.773
O 2.16768 2.56339 -2.89098 0.2616 -0.2990 -0.1196 -0.092
C 1.47112 3.23272 -1.86288 -0.2893 0.1327 -0.1532 -0.189
N 0.35886 2.28767 -1.35342 1.1169 -0.1111 0.1444 0.090
C 0.44572 2.19334 0.09387 -0.3975 0.7897 -0.0701 -0.422
F 1.67335 1.81865 0.55799 -0.5157 0.2828 -0.1219 0.105
F 0.18132 3.45012 0.51212 0.2487 -1.4131 0.2440 0.092
C -0.61118 1.25573 0.78702 0.2966 0.0898 0.0561 -0.329
F -1.81743 1.50635 0.26602 -0.2298 -0.0082 -0.1502 0.154
F -0.64119 1.61531 2.07787 0.0887 0.0903 0.1723 0.172
C -0.38555 -0.30172 0.74080 -0.0570 0.0338 -0.2474 -0.316
F 0.87451 -0.64540 0.44235 0.0934 -0.0001 0.0839 0.153
F -1.15860 -0.79383 -0.26902 0.0077 0.0584 0.0043 0.107
C -0.81804 -1.06413 2.02624 0.1936 -0.2090 0.0228 -0.341
F -0.95572 -2.35487 1.66103 0.0638 -0.2291 -0.1198 0.151
F -2.01908 -0.63258 2.39926 -0.2946 0.2246 0.1290 0.187
C 0.19259 -1.00183 3.23145 -0.1628 -0.0298 -0.0931 -0.347
F 1.10343 -0.04987 2.99961 0.2799 0.1272 -0.1698 0.172
F -0.46921 -0.67024 4.34139 -0.1762 0.0778 0.2507 0.182
C 0.98469 -2.31400 3.52257 -0.0760 0.0272 0.1667 -0.343
F 1.96665 -1.95792 4.35443 0.1731 0.0146 0.2249 0.178
F 1.56024 -2.75156 2.39227 -0.0228 -0.0421 -0.3319 0.161
C 0.16206 -3.46945 4.21044 0.2034 -0.0436 -0.1590 -0.341
F 0.55767 -3.57778 5.48175 -0.0167 0.0703 0.1946 0.176
F -1.15262 -3.19178 4.19617 -0.0997 -0.0248 -0.0946 0.165
C 0.36771 -4.86816 3.56750 -0.1764 0.0267 0.0889 -0.570
F -0.28036 -5.76164 4.30579 -0.0959 -0.1290 0.1314 0.193
F 1.65479 -5.18888 3.54738 0.1765 0.0252 -0.0154 0.197
F -0.12393 -4.91558 2.33591 0.0070 0.0569 -0.2106 0.187
H -3.86461 1.05061 -1.60431 0.1384 -0.0443 0.0788 0.055
H -4.02449 0.30962 -3.20336 -0.0458 -0.0083 0.1376 0.040
H -2.85782 -0.35974 -2.06176 -0.0253 0.0919 0.1649 0.021
H -2.05560 3.79501 -2.42573 0.2951 -0.0104 0.1937 0.090
H -1.67915 -0.51049 -4.54080 -0.1977 -0.0806 0.1297 0.021
H -0.66065 -1.64480 -2.84879 -0.2713 -0.0439 -0.0240 0.039
H 1.65310 -0.47168 -2.45732 0.1470 0.1051 -0.2410 0.123
H 3.10153 0.91097 -3.50798 -0.1280 -0.0899 0.0345 0.116
H 2.09380 3.57189 -1.03524 0.0202 -0.1760 -0.0704 0.065
H 1.00702 4.11487 -2.29299 0.0401 -0.0269 0.0455 0.037
Cl 1.03656 5.91017 -0.68863 -0.0922 0.3874 -0.1723 -0.454
```
Positions in Å, forces in eV/Å.

=====

Record 3
DFT (ωB97M-V/def2-TZVPD) results for C4H15N2O as an isolated structure.

For the energy above the lowest of the compared OMol25 structures with the same formula, charge and spin, the calculation gives 900.4 kJ/mol. The net charge is +1. The value obtained for the molecular weight is 107.18 g/mol. The HOMO energy is -0.4889 hartree. The LUMO energy is -9.28 eV.

```
22
Properties=species:S:1:pos:R:3:forces:R:3:lowdin_charge:R:1
C -2.16208 1.30083 0.61553 -1.0572 0.1686 0.2317 -0.029
N -0.39682 -1.52370 -1.47251 2.2770 1.2039 0.4627 0.061
C -0.50512 -0.39961 -2.40934 -0.8686 0.0389 0.4508 -0.138
C -1.48577 2.37520 1.02635 0.5200 0.4720 0.7987 -0.022
N 1.81323 -1.20807 0.60125 -0.8634 0.8408 1.6755 0.103
C 1.19225 -1.23273 1.95825 0.0896 0.4438 -1.5022 -0.053
H -1.61933 0.46240 0.19092 -0.1649 -0.1400 0.2524 0.010
H -3.27861 1.21511 0.72789 1.3019 0.2123 -0.4482 0.088
H -0.42601 -2.41359 -1.96734 0.0523 0.0392 0.3549 0.096
H -1.07994 -0.71622 -3.28413 -0.6229 0.1290 0.4469 0.090
H 0.40869 -0.13207 -2.93795 0.7707 0.1738 0.4563 0.090
H -0.92048 0.51637 -1.88520 0.4550 -1.1011 -0.7983 0.082
H -0.41605 2.37197 1.21066 0.3030 -0.4916 -0.5946 0.032
H -1.85230 3.33757 1.38844 -0.7449 -0.4240 -0.2669 0.070
H 0.46457 -1.43703 -0.78838 -2.0568 -0.5070 -1.2076 0.078
H 2.80121 -1.42504 0.67503 0.4074 -0.2463 -0.0967 0.112
H 0.22100 -0.73447 1.86674 0.1220 -0.4440 0.1712 0.084
H 1.80200 -0.68946 2.69116 0.2501 -0.0105 -0.1316 0.116
H 1.12488 -2.26017 2.35827 -0.0393 0.1083 -0.3635 0.124
H 1.61849 -0.11162 0.13088 -0.6191 0.9044 -0.3795 0.021
H 1.57069 1.63077 -0.71164 -0.5482 -1.3207 1.4445 0.100
O 1.12548 1.07354 0.01513 1.0362 -0.0498 -0.9563 -0.116
```
Positions in Å, forces in eV/Å.

=====

Record 4
DFT (ωB97M-V/def2-TZVPD) results for a 2-piece molecular cluster, C3H3NO overall.

For the energy above the lowest of the compared OMol25 structures with the same formula, charge and spin, the calculation gives 1059.7 kJ/mol. The value obtained for the molecular weight is 69.06 g/mol. The HOMO energy (spin up / spin down) is -0.2809 / -0.2895 hartree. The LUMO energy (spin up / spin down) is -0.17 / -0.19 eV.

```
8
Properties=species:S:1:pos:R:3:forces:R:3:lowdin_charge:R:1
O -1.08064 1.13690 -0.52901 0.2521 -0.2144 -1.0855 -0.287
C -0.64669 0.76142 0.61042 0.2036 1.6539 0.2512 -0.031
C 0.93111 -0.99823 0.65644 0.2097 -0.2515 -0.9695 0.134
C 0.64916 -0.49427 -0.40217 1.6198 -1.7733 0.5200 -0.040
N -0.70440 0.97126 -1.71141 -1.2028 0.7129 0.3874 0.040
H -1.35717 0.66222 1.41229 -0.5386 -0.5435 0.0666 0.064
H 1.39432 -1.54876 1.41048 -0.0156 -0.2659 1.2882 0.053
H 0.81433 -0.49055 -1.44705 -0.5281 0.6819 -0.4584 0.067
```
Positions in Å, forces in eV/Å.